The following is a DFT calculation (the ωB97M-V functional and the def2-TZVPD basis) of a structure of composition C23H17Cl2N4O4Rh in a non-equilibrium geometry.

The geometry in XYZ format:
```
51
Properties=species:S:1:pos:R:3:lowdin_spin:R:1
Rh 7.26 9.83 7.80 2.60
C 10.60 11.57 5.89 0.01
C 9.50 10.95 6.69 0.01
O 9.37 11.15 7.93 0.06
O 8.70 10.21 6.08 0.16
H 10.54 11.52 4.79 0.00
H 11.62 11.14 6.21 0.00
H 10.65 12.56 6.24 0.00
N 5.21 7.34 7.86 0.07
C 5.84 8.30 7.67 0.10
N 5.04 16.33 10.95 0.00
C 5.31 15.33 10.44 0.00
C 5.64 14.07 9.77 0.00
C 5.31 13.90 8.38 0.00
C 5.69 12.70 7.79 0.01
N 6.44 11.83 8.44 0.09
C 6.78 12.01 9.71 0.01
C 6.28 13.08 10.44 0.00
H 4.83 14.73 7.86 0.00
H 5.45 12.42 6.81 0.00
H 7.48 11.29 10.12 0.00
H 6.55 13.25 11.44 0.00
Cl 10.26 5.08 10.88 0.00
C 9.21 6.21 11.64 0.00
C 9.52 6.60 12.89 0.00
C 8.71 7.47 13.59 0.01
C 7.50 7.87 13.07 0.00
C 7.10 7.46 11.81 0.01
Cl 5.50 7.68 11.35 0.01
C 8.04 6.70 11.04 0.01
N 7.65 6.28 9.78 0.00
C 8.39 6.32 8.64 0.01
C 8.01 5.47 7.55 0.01
C 8.72 5.52 6.32 0.00
C 9.71 6.44 6.22 0.00
C 10.08 7.22 7.27 0.00
C 9.51 7.09 8.53 0.01
C 10.12 8.02 9.58 0.04
C 9.23 9.14 10.18 0.04
O 9.73 9.82 11.05 0.08
O 7.99 9.15 9.82 0.64
H 10.46 6.20 13.31 0.00
H 9.03 7.88 14.52 0.00
H 6.80 8.48 13.65 0.00
H 6.69 6.01 9.58 0.00
H 7.20 4.78 7.67 0.00
H 8.43 4.80 5.51 0.00
H 10.19 6.65 5.26 0.00
H 10.86 7.90 7.01 0.00
H 10.94 8.60 9.10 0.00
H 10.63 7.54 10.42 0.00
```

Computed properties:
Spin multiplicity: 5
HOMO level (alpha / beta), eV: -7.809 / -7.750
E_tot, eV: -66325.808
Frontier orbital gap (alpha / beta), eV: 6.71 / 3.27